Entry from OMol25: 9 unconnected molecules or ions with the total composition H18O9 at a distorted geometry (the ωB97M-V functional and the def2-TZVPD basis).

Each line ends with the natural charge from an NBO analysis.
Cartesian coordinates (Å):
O: 0.496 -0.118 1.579  -0.947
H: 0.616 -0.978 1.162  0.468
H: -0.056 0.369 0.957  0.475
O: 3.886 2.211 0.778  -0.918
H: 3.096 2.511 1.241  0.467
H: 3.910 2.752 -0.019  0.457
O: 1.719 -3.808 0.220  -0.944
H: 1.466 -3.858 1.149  0.465
H: 1.948 -2.881 0.089  0.477
O: -3.378 2.131 -1.130  -0.947
H: -4.236 2.417 -1.463  0.477
H: -3.132 2.815 -0.498  0.475
O: 2.292 4.575 -0.085  -0.928
H: 2.315 3.612 -0.066  0.452
H: 2.446 4.795 -1.011  0.470
O: -0.832 -0.859 -0.669  -0.940
H: -0.009 -0.760 -1.160  0.462
H: -1.438 -0.245 -1.100  0.479
O: -2.979 -2.211 0.209  -0.934
H: -2.592 -2.658 -0.552  0.461
H: -3.635 -1.619 -0.175  0.472
O: 3.672 -3.110 -0.636  -0.940
H: 4.368 -2.505 -0.915  0.464
H: 3.553 -3.695 -1.392  0.478
O: -4.275 0.053 1.097  -0.942
H: -4.179 0.933 0.716  0.472
H: -5.043 0.130 1.674  0.469

ΔE to the lowest compared entry with this formula, charge and spin: 3.7440 eV
lowest unoccupied orbital energy: -0.043 eV
strongest force on any atom: 0.0391 hartree/bohr
E_tot: -687.88820 a.u.
SMILES: O.O.O.O.O.O.O.O.O

Entry from OMol25: 40 unconnected molecules or ions with the total composition H80O40 at a distorted geometry (the ωB97M-V functional and the def2-TZVPD basis).

Each line ends with the Mulliken charge.
Cartesian coordinates (Å):
H: -6.560 1.373 -1.980  0.256
H: -5.512 0.753 -2.611  0.261
O: -5.619 1.528 -2.050  -0.479
H: 0.253 -0.840 5.914  0.244
H: 1.020 -1.409 4.603  0.651
O: 1.023 -0.847 5.390  -0.663
H: -0.073 -3.040 -5.695  0.281
H: 0.959 -3.551 -4.683  0.391
O: 0.832 -3.238 -5.564  -0.603
H: 3.683 0.012 -0.741  0.164
H: 4.805 -0.681 -1.626  0.291
O: 3.885 -0.620 -1.429  -0.832
H: -1.888 0.899 3.165  0.171
H: -2.746 1.347 2.048  0.414
O: -2.331 0.545 2.389  -0.415
H: 3.117 4.048 3.376  0.345
O: 2.836 4.485 4.199  -0.657
H: -3.119 0.989 5.247  0.320
O: -2.477 1.717 5.266  -0.628
H: -2.358 4.076 1.135  0.251
H: -1.760 2.779 0.785  0.218
O: -2.044 3.282 1.535  -0.520
H: -0.866 -6.064 3.149  0.339
H: 0.362 -5.756 4.051  0.312
O: -0.507 -6.109 4.054  -0.623
H: 1.529 0.360 -5.418  0.321
H: 0.109 -0.051 -5.127  0.236
O: 0.742 -0.056 -5.858  -0.620
H: 3.739 -1.740 2.191  0.409
H: 4.691 -2.779 1.475  0.273
O: 4.528 -2.348 2.321  -0.695
H: 2.215 -2.768 -3.885  0.277
O: 1.794 -2.745 -3.025  -0.797
H: 2.292 3.872 -3.375  0.259
H: 1.181 3.531 -4.540  0.272
O: 1.384 3.945 -3.711  -0.556
H: -3.661 -3.495 0.614  0.281
H: -3.178 -2.662 1.907  0.228
O: -3.285 -3.552 1.508  -0.495
H: 4.460 1.025 -2.356  0.447
H: 4.839 2.517 -2.751  0.301
O: 4.707 1.615 -3.065  -0.613
H: -1.942 -5.170 1.944  0.056
H: -2.671 -6.196 1.109  0.342
O: -1.823 -5.745 1.206  -0.617
H: 2.115 0.912 1.457  0.176
H: 2.796 1.205 2.665  0.294
O: 3.043 1.102 1.711  -0.618
H: -0.406 -5.711 -0.081  0.251
H: 0.880 -6.518 0.529  0.253
O: 0.558 -5.827 -0.029  -0.648
H: -1.669 3.481 -1.487  -0.089
O: -1.482 3.001 -2.302  -0.039
H: 1.445 -2.040 2.655  0.202
H: 1.650 -1.317 1.496  0.360
O: 2.102 -1.433 2.382  -0.763
H: -2.244 -4.631 -0.516  0.404
O: -2.350 -3.825 -1.045  -0.641
H: 2.851 3.374 1.388  0.292
H: 3.311 4.862 0.830  0.223
O: 2.667 4.331 1.352  -0.606
H: -0.630 -1.447 1.462  0.174
H: -0.130 -2.661 0.470  -0.307
O: 0.014 -2.199 1.282  -0.093
H: 1.100 4.674 1.932  0.394
H: -0.294 4.749 2.673  0.341
O: 0.358 5.270 2.240  -0.738
H: -3.807 0.695 0.683  0.284
H: -3.941 1.877 -0.242  0.279
O: -4.012 1.668 0.697  -0.692
H: 0.764 -1.846 -1.278  -0.098
H: 2.146 -1.222 -1.159  0.350
O: 1.391 -1.471 -0.627  0.421
H: -2.928 -2.206 -3.517  0.264
H: -2.089 -3.350 -4.067  0.273
O: -2.086 -2.364 -4.043  -0.581
H: 3.388 -3.918 4.052  0.268
H: 2.384 -3.092 3.178  0.407
O: 2.448 -3.670 3.946  -0.600
H: 0.236 3.220 4.874  0.262
H: 0.748 2.099 3.796  0.171
O: 0.472 3.018 3.905  -0.366
H: -0.715 2.157 -6.549  0.288
H: -1.965 3.176 -6.494  0.268
O: -1.376 2.574 -6.017  -0.520
H: -0.922 -0.947 -3.318  0.134
H: 0.499 -1.625 -2.761  0.349
O: -0.414 -1.255 -2.575  -0.402
H: -4.586 4.641 -0.175  0.317
O: -4.869 5.032 -0.995  -0.631
H: -2.624 -4.894 4.119  0.365
H: -3.805 -4.802 3.039  0.345
O: -3.574 -4.894 3.972  -0.622
H: -1.536 3.610 -3.010  0.241
H: 2.091 4.961 3.864  0.347
H: -1.576 -3.270 -1.012  0.218
H: -1.677 1.189 5.305  0.282
H: 2.065 -3.526 -2.489  0.456
H: -4.114 4.821 -1.555  0.317
O: 3.909 3.588 -1.243  -0.644
H: 4.681 4.057 -0.967  0.261
H: 3.385 3.168 -0.520  0.286
O: 2.019 1.706 -0.946  0.163
H: 1.514 1.139 -1.532  -0.055
H: 1.674 2.562 -1.256  0.167
O: -2.797 1.136 -3.430  -0.562
H: -2.180 0.826 -2.819  0.261
H: -2.536 1.967 -3.869  0.221
O: -1.135 6.296 -2.812  -0.676
H: -0.476 5.975 -3.471  0.367
H: -1.003 5.597 -2.104  0.268
O: -0.999 5.050 -0.279  -0.524
H: -0.347 5.048 0.489  0.235
H: -1.506 5.865 -0.223  0.292
O: -0.002 -3.075 4.197  -0.506
H: -0.032 -3.112 3.211  0.317
H: 0.581 -3.727 4.556  0.251
O: 2.389 -4.481 -1.257  -0.782
H: 1.819 -4.877 -0.521  0.372
H: 2.776 -3.683 -0.905  0.273

ΔE to the lowest compared entry with this formula, charge and spin: 8.8813 eV
lowest unoccupied orbital energy: -0.649 eV
strongest force on any atom: 0.0678 hartree/bohr
E_tot: -3057.43096 a.u.

Entry from OMol25: 2 unconnected molecules or ions with the total composition C3H8N3O at a distorted geometry (the ωB97M-V functional and the def2-TZVPD basis).

Each line ends with the natural charge from an NBO analysis.
Cartesian coordinates (Å):
C: -1.052 -1.708 -0.209  0.278
C: -1.142 0.684 0.013  1.069
C: 0.376 -0.422 1.290  -0.419
N: -0.651 -0.451 0.325  -0.478
N: -1.882 -1.642 -1.128  -0.591
N: 1.425 1.990 -0.827  -1.136
O: -1.535 1.684 -0.281  -0.225
H: -0.708 -2.569 0.403  0.218
H: 1.906 1.897 0.153  0.369
H: 0.474 -1.265 1.883  0.250
H: 1.338 -0.306 0.840  0.230
H: 0.230 0.412 1.948  0.240
H: -2.274 -2.372 -1.705  0.420
H: 1.755 1.188 -1.421  0.373
H: 1.740 2.881 -1.284  0.403

ΔE to the lowest compared entry with this formula, charge and spin: 2.9169 eV
lowest unoccupied orbital energy: -4.480 eV
strongest force on any atom: 0.0583 hartree/bohr
charge: +1
E_tot: -358.28925 a.u.